Record 1
Below is a structure of composition C32H26ClN6O4PRu, with properties calculated with ωB97M-V/def2-TZVPD.

Values from the calculation:
Expectation value of S² = 8.7900
Charge = +1
Spin multiplicity = 6
Energy relative to the best compared isomer or geometry (same formula, charge and spin) = 0.0442 eV
Kohn-Sham gap (spin up / spin down) = 6.21 / 6.49 eV

CARTESIAN COORDINATES (ANGSTROEM)
Ru: -0.267 0.140 0.058
N: 0.186 -4.135 0.298
C: -0.325 -2.936 0.066
N: 0.377 -1.839 0.078
C: 1.772 -1.894 0.348
N: 2.460 -0.809 0.318
N: 1.684 0.281 0.094
C: 2.220 1.480 -0.221
C: 1.310 2.467 -0.627
C: 1.672 3.777 -1.002
C: 0.715 4.641 -1.459
C: -0.622 4.216 -1.559
C: -0.932 2.937 -1.167
N: -0.019 2.079 -0.687
C: 2.366 -3.194 0.627
C: 3.718 -3.356 0.931
C: 4.221 -4.612 1.201
C: 3.384 -5.726 1.175
C: 2.042 -5.585 0.878
C: 1.546 -4.318 0.607
H: -0.429 -4.933 0.304
H: -1.382 -2.869 -0.162
H: 3.290 1.626 -0.171
H: 2.709 4.072 -0.935
H: 0.989 5.645 -1.754
H: -1.396 4.867 -1.937
H: -1.945 2.561 -1.237
H: 4.352 -2.481 0.955
H: 5.269 -4.733 1.438
H: 3.782 -6.708 1.392
H: 1.384 -6.445 0.859
O: -0.763 -2.255 2.865
Cl: -1.518 -1.012 2.839
O: -1.760 -0.491 4.162
O: -0.555 0.033 2.170
O: -2.362 -0.994 -1.478
N: -2.298 -0.237 -0.416
P: -3.855 0.319 -0.016
C: -4.935 -1.100 -0.032
C: -6.116 -1.098 -0.766
C: -6.935 -2.217 -0.748
C: -6.575 -3.328 -0.001
C: -5.395 -3.329 0.736
C: -4.572 -2.218 0.721
C: -4.383 1.519 -1.233
C: -4.985 2.708 -0.822
C: -5.370 3.645 -1.770
C: -5.154 3.397 -3.117
C: -4.559 2.210 -3.528
C: -4.175 1.265 -2.592
C: -3.828 1.076 1.594
C: -4.728 0.661 2.576
C: -4.717 1.272 3.820
C: -3.809 2.284 4.087
C: -2.914 2.702 3.110
C: -2.925 2.107 1.863
H: -6.396 -0.230 -1.350
H: -7.854 -2.221 -1.319
H: -7.216 -4.199 0.012
H: -5.124 -4.195 1.325
H: -3.656 -2.210 1.302
H: -5.146 2.905 0.230
H: -5.837 4.568 -1.454
H: -5.453 4.131 -3.854
H: -4.396 2.020 -4.580
H: -3.708 0.340 -2.905
H: -5.435 -0.133 2.373
H: -5.410 0.946 4.583
H: -3.791 2.747 5.064
H: -2.200 3.486 3.325
H: -2.224 2.442 1.109

Forces on atoms 1 to 2 (eV/Å):
0.08 -0.15 -0.02
-0.04 -0.02 -0.01

Record 2
Below is a structure of composition C32H26CoO2P2, with properties calculated with ωB97M-V/def2-TZVPD.

Values from the calculation:
Expectation value of S² = 1.1090
Charge = 0
Spin multiplicity = 2
Energy relative to the best compared isomer or geometry (same formula, charge and spin) = 0.3397 eV
Kohn-Sham gap (spin up / spin down) = 7.36 / 8.19 eV

CARTESIAN COORDINATES (ANGSTROEM)
Co: 0.162 1.135 -2.091
O: -2.814 2.949 -3.984
C: -2.119 2.168 -3.385
O: -0.814 2.284 -3.231
C: -2.718 0.913 -2.724
P: -1.839 0.756 -1.138
C: -2.521 2.124 -0.172
C: -3.828 2.080 0.316
C: -4.359 3.169 0.985
C: -3.593 4.315 1.165
C: -2.298 4.369 0.675
C: -1.763 3.275 0.009
C: -2.352 -0.765 -0.301
C: -2.463 -0.814 1.087
C: -2.731 -2.014 1.729
C: -2.888 -3.177 0.989
C: -2.791 -3.134 -0.393
C: -2.524 -1.935 -1.036
H: -2.468 0.050 -3.344
H: -3.799 1.004 -2.630
H: -4.429 1.189 0.177
H: -5.373 3.130 1.361
H: -4.011 5.168 1.682
H: -1.702 5.263 0.805
H: -0.752 3.323 -0.377
H: -2.360 0.091 1.671
H: -2.818 -2.038 2.807
H: -3.093 -4.114 1.490
H: -2.915 -4.037 -0.977
H: -2.442 -1.922 -2.114
C: 5.586 -2.623 2.227
C: 6.051 -2.216 0.986
C: 5.252 -1.416 0.178
C: 3.980 -1.024 0.589
C: 3.529 -1.438 1.842
C: 4.326 -2.227 2.657
P: 3.010 -0.045 -0.620
C: 1.967 1.004 0.467
C: 0.896 0.533 1.232
C: 0.275 1.356 2.159
C: 0.689 2.673 2.313
C: 1.719 3.169 1.529
C: 2.351 2.339 0.613
C: 1.810 -1.252 -1.287
C: 2.026 -2.623 -1.220
C: 1.288 -3.490 -2.021
C: 0.376 -2.974 -2.921
C: 0.143 -1.600 -2.961
C: 0.824 -0.706 -2.134
H: 6.206 -3.245 2.861
H: 7.035 -2.512 0.648
H: 5.622 -1.090 -0.787
H: 2.552 -1.135 2.195
H: 3.963 -2.535 3.629
H: 0.570 -0.496 1.111
H: -0.536 0.976 2.765
H: 0.199 3.312 3.037
H: 2.039 4.198 1.637
H: 3.168 2.721 0.011
H: 2.786 -3.023 -0.559
H: 1.452 -4.558 -1.956
H: -0.164 -3.636 -3.588
H: -0.574 -1.219 -3.684

Forces on atoms 1 to 2 (eV/Å):
-0.18 -0.33 -0.18
-0.09 -0.04 -0.03

Record 3
Below is a structure of composition C32H26F3I2MnN3O6PS2 in a non-equilibrium geometry, with properties calculated with ωB97M-V/def2-TZVPD.

Values from the calculation:
Expectation value of S² = 8.7579
Charge = -1
Spin multiplicity = 6
Energy relative to the best compared isomer or geometry (same formula, charge and spin) = 2.5461 eV
Kohn-Sham gap (spin up / spin down) = 6.14 / 6.96 eV

CARTESIAN COORDINATES (ANGSTROEM)
Mn: 0.060 0.318 0.287
I: -2.312 3.565 3.478
C: -0.533 2.478 3.659
C: 0.249 2.605 4.802
C: 1.374 1.827 4.963
I: 2.500 2.073 6.734
C: 1.746 0.843 4.026
C: 2.861 -0.009 4.113
C: 3.084 -0.908 3.085
C: 2.197 -1.005 2.029
N: 1.098 -0.251 1.932
C: 0.915 0.717 2.882
C: -0.191 1.592 2.632
O: -0.806 1.507 1.501
H: -0.020 3.331 5.556
H: 3.557 0.066 4.935
H: 3.953 -1.552 3.111
H: 2.348 -1.704 1.216
O: 2.281 0.439 -1.922
C: 1.446 -0.443 -1.821
O: 1.058 -1.005 -0.711
C: 0.842 -1.115 -3.020
C: 1.519 -1.168 -4.233
C: 1.033 -1.960 -5.256
C: -0.125 -2.704 -5.071
C: -0.835 -2.599 -3.888
C: -0.369 -1.793 -2.851
P: -1.381 -1.484 -1.329
C: -2.935 -1.196 -2.289
C: -3.062 0.106 -2.775
C: -4.071 0.433 -3.665
C: -4.976 -0.534 -4.078
C: -4.875 -1.823 -3.579
C: -3.866 -2.154 -2.687
C: -1.577 -3.217 -0.765
C: -2.756 -3.647 -0.153
C: -2.858 -4.928 0.363
C: -1.771 -5.791 0.314
C: -0.582 -5.360 -0.255
C: -0.487 -4.086 -0.793
H: 2.430 -0.594 -4.345
H: 1.563 -2.021 -6.199
H: -0.483 -3.360 -5.854
H: -1.752 -3.158 -3.760
H: -2.342 0.850 -2.455
H: -4.154 1.444 -4.044
H: -5.748 -0.291 -4.797
H: -5.574 -2.586 -3.899
H: -3.801 -3.167 -2.317
H: -3.590 -2.965 -0.065
H: -3.787 -5.260 0.810
H: -1.847 -6.788 0.729
H: 0.276 -6.021 -0.280
H: 0.445 -3.744 -1.227
C: -3.011 -4.005 4.012
N: -2.792 -2.602 3.689
C: -2.017 -2.164 2.658
S: -2.505 -0.829 1.758
N: -0.873 -2.806 2.388
C: -0.116 -3.616 3.322
H: -4.071 -4.244 3.925
H: -2.688 -4.228 5.032
H: -2.462 -4.641 3.321
H: -3.593 -2.004 3.810
H: -0.354 -2.407 1.619
H: -0.549 -3.545 4.317
H: 0.908 -3.249 3.367
H: -0.095 -4.659 2.998
F: 0.014 4.270 0.904
C: -0.481 3.817 -0.255
F: -0.509 4.871 -1.093
F: -1.753 3.459 -0.072
S: 0.605 2.439 -0.990
O: 1.428 2.033 0.134
O: 1.205 3.121 -2.089
O: -0.404 1.422 -1.346

Forces on atoms 1 to 2 (eV/Å):
-1.50 -2.03 -0.13
0.24 -0.08 0.03

Record 4
Below is a structure of composition C32H26I2MoN6O2S, with properties calculated with ωB97M-V/def2-TZVPD.

Values from the calculation:
Expectation value of S² = 0.7554
Charge = +1
Spin multiplicity = 2
Energy relative to the best compared isomer or geometry (same formula, charge and spin) = 0.3669 eV
Kohn-Sham gap (spin up / spin down) = 6.25 / 6.03 eV

CARTESIAN COORDINATES (ANGSTROEM)
Mo: -0.130 -0.068 -0.423
C: 2.815 -0.425 -1.339
N: 1.580 0.145 -1.910
C: 1.243 -0.539 -3.178
C: 0.420 -1.769 -2.934
C: 0.533 -2.907 -3.709
C: -0.335 -3.961 -3.471
C: -1.278 -3.841 -2.464
C: -1.300 -2.687 -1.706
N: -0.472 -1.667 -1.944
C: 1.724 1.597 -2.141
C: 0.376 2.189 -2.448
C: 0.195 3.238 -3.329
C: -1.090 3.709 -3.558
C: -2.150 3.095 -2.914
C: -1.891 2.044 -2.054
N: -0.651 1.603 -1.811
C: 2.936 -0.069 0.108
C: 4.131 -0.232 0.788
C: 4.144 -0.108 2.162
C: 2.949 0.172 2.811
C: 1.808 0.346 2.062
N: 1.792 0.257 0.719
H: 3.692 -0.107 -1.913
H: 2.741 -1.519 -1.375
H: 2.152 -0.780 -3.736
H: 0.656 0.147 -3.793
H: 1.288 -2.966 -4.481
H: -0.268 -4.867 -4.057
H: -1.971 -4.641 -2.245
H: -1.983 -2.554 -0.878
H: 2.434 1.797 -2.950
H: 2.124 2.041 -1.226
H: 1.048 3.675 -3.831
H: -1.258 4.532 -4.239
H: -3.169 3.416 -3.075
H: -2.692 1.524 -1.543
H: 5.022 -0.506 0.240
H: 5.057 -0.260 2.721
H: 2.893 0.242 3.888
H: 0.862 0.551 2.542
O: 0.458 -1.891 0.387
N: 0.507 -2.382 1.629
C: -0.480 -2.066 2.499
C: -0.476 -2.546 3.773
C: 0.582 -3.387 4.159
C: 1.570 -3.694 3.268
C: 1.585 -3.183 1.942
S: 2.804 -3.495 0.826
H: -1.254 -1.439 2.080
H: -1.281 -2.290 4.446
H: 0.614 -3.794 5.161
H: 2.396 -4.335 3.541
I: -5.112 -1.358 0.354
C: -4.068 0.271 1.103
C: -4.720 1.227 1.908
C: -4.062 2.325 2.393
I: -5.117 3.700 3.554
C: -2.687 2.522 2.094
C: -1.910 3.633 2.480
C: -0.606 3.718 2.072
C: -0.050 2.685 1.306
N: -0.725 1.607 0.959
C: -2.042 1.538 1.316
C: -2.734 0.412 0.800
O: -2.041 -0.425 0.048
H: -5.768 1.082 2.133
H: -2.355 4.415 3.079
H: 0.008 4.567 2.334
H: 0.985 2.734 0.991

Forces on atoms 1 to 2 (eV/Å):
0.36 0.10 -0.11
0.01 -0.01 0.01